[1]
Computed, not measured: the molecule C3H3N2P in a non-equilibrium geometry, with ωB97M-V with the def2-TZVPD basis set.

Last column: Mulliken charge in e.
Geometry (Å):
C (1.135, 0.303, 0.659)  0.092
C (0.011, 0.382, -1.607)  0.121
C (0.207, -0.204, -0.341)  0.156
N (1.715, 0.855, 1.470)  -0.349
N (-0.293, 0.957, -2.546)  -0.341
P (-1.485, -0.270, 0.413)  -0.088
H (0.774, -1.309, -0.623)  0.246
H (-0.949, 0.579, 1.344)  0.089
H (-1.116, -1.294, 1.231)  0.075

Calculated values
Highest occupied orbital energy (eV): -11.1
Structure (SMILES): N#CC(P)C#N
Relative energy (zero: lowest compared OMol25 entry of this formula, charge and spin) (kcal/mol): 32.9

[2]
Computed, not measured: a structure of composition C39H33Br5InN4O3S in a non-equilibrium geometry, with ωB97M-V with the def2-TZVPD basis set.

Last column: Mulliken charge in e.
Geometry (Å):
In (-0.120, -0.298, -0.227)  0.805
C (-4.748, -2.582, 2.528)  -0.626
C (-3.415, -2.744, 2.877)  -0.976
C (-2.488, -1.755, 2.593)  0.045
C (-2.874, -0.585, 1.932)  -0.736
C (-4.229, -0.419, 1.611)  0.181
C (-5.150, -1.407, 1.908)  -0.897
N (-1.912, 0.330, 1.516)  1.093
C (-2.034, 1.625, 1.699)  0.266
C (-2.909, 2.241, 2.659)  -0.641
C (-2.856, 3.575, 2.913)  -0.633
C (-1.965, 4.430, 2.210)  -0.862
C (-1.168, 3.910, 1.238)  -0.713
C (-1.183, 2.521, 0.949)  0.300
N (-0.554, 1.990, -0.120)  1.503
N (0.006, 2.764, -0.956)  -1.579
C (0.340, 2.164, -2.158)  0.051
C (0.981, 2.938, -3.130)  -0.868
C (1.134, 2.410, -4.395)  -0.242
C (0.677, 1.122, -4.659)  -0.863
C (0.109, 0.404, -3.622)  -0.167
N (-0.074, 0.918, -2.413)  0.158
H (-5.468, -3.364, 2.733)  0.405
H (-3.095, -3.651, 3.378)  0.446
H (-1.452, -1.871, 2.882)  0.515
H (-4.529, 0.482, 1.090)  0.449
H (-6.192, -1.258, 1.651)  0.371
H (-3.576, 1.604, 3.226)  0.404
H (-3.490, 4.000, 3.682)  0.415
H (-1.935, 5.487, 2.440)  0.383
H (-0.497, 4.526, 0.656)  0.467
H (1.322, 3.931, -2.872)  0.526
H (1.606, 2.994, -5.174)  0.393
H (0.761, 0.690, -5.645)  0.431
H (-0.222, -0.620, -3.753)  0.410
Br (5.928, -2.184, -3.606)  -0.218
C (4.675, -1.333, -2.468)  0.255
C (5.068, -0.294, -1.643)  0.058
Br (6.861, 0.313, -1.651)  -0.240
C (4.116, 0.316, -0.811)  0.038
Br (4.604, 1.791, 0.274)  -0.164
C (2.794, -0.105, -0.747)  -0.745
O (1.905, 0.454, 0.045)  0.370
C (2.382, -1.171, -1.617)  0.375
O (1.145, -1.545, -1.607)  -0.434
C (3.339, -1.742, -2.459)  -0.063
Br (2.716, -3.115, -3.607)  -0.197
Br (0.645, -2.758, 1.251)  -0.068
C (-0.736, -3.744, 0.376)  0.711
C (-0.784, -5.082, 0.648)  -0.703
C (-1.788, -5.891, 0.089)  -0.705
C (-2.729, -5.333, -0.725)  -1.004
C (-2.700, -3.951, -1.022)  1.002
C (-3.680, -3.388, -1.871)  -0.911
C (-3.661, -2.059, -2.178)  -1.278
C (-2.648, -1.236, -1.648)  -0.112
C (-1.682, -1.731, -0.809)  0.131
C (-1.681, -3.109, -0.478)  0.318
H (-0.044, -5.520, 1.304)  0.442
H (-1.806, -6.949, 0.315)  0.392
H (-3.515, -5.940, -1.160)  0.370
H (-4.446, -4.041, -2.274)  0.333
H (-4.413, -1.638, -2.836)  0.427
H (-2.635, -0.184, -1.917)  0.475
C (-0.652, 0.519, 6.600)  -1.477
C (0.450, 0.587, 5.542)  -0.339
C (-0.132, 0.999, 4.202)  -0.709
S (0.911, 0.554, 2.739)  1.347
O (1.688, -0.627, 3.186)  -0.853
C (2.043, 1.994, 2.803)  -1.099
C (3.265, 1.725, 3.667)  -0.134
C (4.039, 3.019, 3.907)  -1.490
H (-0.246, 0.238, 7.572)  0.449
H (-1.409, -0.212, 6.312)  0.311
H (-1.144, 1.489, 6.705)  0.311
H (0.918, -0.392, 5.426)  0.349
H (1.216, 1.295, 5.864)  0.241
H (-0.346, 2.066, 4.146)  0.422
H (-1.059, 0.448, 4.034)  0.124
H (1.469, 2.854, 3.154)  0.531
H (2.339, 2.175, 1.770)  0.343
H (3.899, 0.994, 3.167)  0.322
H (2.961, 1.286, 4.618)  0.263
H (4.322, 3.467, 2.952)  0.259
H (4.947, 2.838, 4.482)  0.405
H (3.422, 3.736, 4.454)  0.354

Calculated values
Highest occupied orbital energy (eV): -4.4
Relative energy (zero: lowest compared OMol25 entry of this formula, charge and spin) (kcal/mol): 21.0
Total charge: -1

[3]
Computed, not measured: a structure of composition C42H47BCl72N5O8S in a non-equilibrium geometry, with ωB97M-V with the def2-TZVPD basis set.

Last column: Mulliken charge in e.
Geometry (Å):
C (-0.190, -5.822, -2.706)  -0.793
C (-0.349, -4.550, -3.521)  0.718
O (-1.360, -3.943, -3.426)  -0.498
O (0.606, -4.116, -4.387)  -0.380
C (1.883, -3.912, -3.789)  -0.875
C (2.195, -2.416, -3.648)  -0.120
C (1.341, -1.844, -2.466)  0.435
N (2.156, -1.037, -1.546)  0.623
C (1.955, -0.941, -0.266)  -2.154
N (0.943, -1.579, 0.374)  0.765
C (-0.443, -1.288, -0.085)  -0.924
C (-1.221, -2.591, -0.401)  -0.119
C (-1.962, -3.178, 0.826)  -0.845
C (-3.509, -3.099, 0.713)  -1.265
N (-3.941, -1.888, 1.485)  0.420
C (-4.434, -2.313, 2.800)  -0.986
C (-4.974, -1.262, 0.714)  0.280
C (-4.491, -0.450, -0.474)  -0.746
O (-6.126, -1.392, 0.971)  -0.479
C (0.993, -1.448, 1.850)  -1.695
C (1.562, -0.133, 2.421)  0.296
S (0.324, 0.823, 3.398)  -0.378
C (2.414, 0.709, 1.437)  1.486
C (1.781, 1.957, 0.771)  -2.828
C (0.324, 1.962, 0.283)  -1.007
C (0.262, 1.789, -1.255)  -0.343
C (0.202, 3.136, -2.007)  -0.947
O (-0.613, 3.033, -3.169)  -0.461
C (-0.063, 2.129, -4.033)  0.181
O (1.007, 2.275, -4.513)  -0.435
B (3.594, 1.396, 2.319)  0.430
O (3.429, 1.689, 3.684)  -0.399
N (4.852, 1.812, 1.696)  0.292
C (4.737, 3.223, 1.226)  -1.215
C (5.973, 1.755, 2.656)  -0.924
N (2.965, -0.188, 0.398)  1.853
C (4.024, -1.075, 0.881)  -1.336
O (4.117, -2.258, 0.062)  -0.249
O (4.241, -3.379, 0.910)  -0.066
H (0.852, -6.140, -2.650)  0.391
H (-0.508, -5.613, -1.688)  0.192
H (-0.766, -6.641, -3.126)  0.352
H (1.973, -4.355, -2.794)  0.412
H (2.629, -4.401, -4.414)  0.486
H (1.962, -1.894, -4.571)  0.456
H (3.244, -2.340, -3.382)  -0.397
H (0.554, -1.228, -2.895)  -0.002
H (0.969, -2.698, -1.909)  -0.244
H (2.949, -0.555, -1.944)  0.722
H (-0.444, -0.732, -1.018)  -0.705
H (-1.047, -0.714, 0.614)  1.160
H (-1.973, -2.318, -1.139)  0.658
H (-0.584, -3.356, -0.831)  -0.366
H (-1.713, -2.710, 1.775)  0.159
H (-1.709, -4.242, 0.873)  0.620
H (-3.910, -3.991, 1.193)  0.472
H (-3.845, -3.059, -0.321)  0.533
H (-4.542, -1.467, 3.474)  0.436
H (-3.668, -2.962, 3.234)  0.350
H (-5.347, -2.909, 2.742)  0.175
H (-4.241, 0.567, -0.179)  0.288
H (-5.251, -0.467, -1.250)  0.322
H (-3.591, -0.903, -0.894)  0.108
H (0.027, -1.601, 2.316)  0.623
H (1.599, -2.284, 2.211)  0.159
H (2.250, -0.474, 3.195)  1.032
H (1.049, 1.234, 4.462)  0.307
H (2.417, 2.197, -0.082)  0.395
H (1.896, 2.812, 1.443)  0.567
H (-0.045, 2.974, 0.453)  0.760
H (-0.379, 1.320, 0.802)  0.263
H (-0.662, 1.278, -1.529)  0.576
H (1.158, 1.302, -1.637)  -0.010
H (1.216, 3.437, -2.278)  0.417
H (-0.213, 3.947, -1.413)  0.472
H (-0.713, 1.274, -4.250)  0.481
H (3.646, 0.887, 4.174)  0.308
H (5.738, 3.599, 1.042)  0.377
H (4.160, 3.288, 0.307)  0.297
H (4.312, 3.830, 2.037)  0.337
H (5.986, 2.679, 3.245)  0.409
H (6.922, 1.714, 2.117)  -0.027
H (5.908, 0.888, 3.312)  0.391
H (3.860, -1.453, 1.897)  0.714
H (5.006, -0.610, 0.837)  0.281
H (3.353, -3.624, 1.213)  0.219
C (3.870, 5.543, -4.478)  0.255
Cl (4.046, 3.951, -5.225)  -0.060
Cl (4.663, 6.758, -5.488)  -0.075
Cl (2.150, 5.931, -4.333)  -0.084
Cl (4.643, 5.548, -2.873)  -0.088
C (9.369, 2.273, -1.090)  0.212
Cl (10.683, 3.102, -0.249)  -0.096
Cl (10.038, 1.249, -2.365)  -0.076
Cl (8.489, 1.280, 0.086)  -0.037
Cl (8.280, 3.465, -1.819)  -0.071
C (6.860, -4.697, 2.929)  0.257
Cl (5.660, -4.738, 4.231)  -0.117
Cl (8.390, -5.349, 3.517)  -0.088
Cl (6.288, -5.673, 1.569)  -0.092
Cl (7.100, -3.020, 2.406)  -0.037
C (-8.511, -4.207, 0.827)  0.332
Cl (-8.308, -3.107, -0.538)  -0.103
Cl (-9.660, -5.494, 0.406)  -0.118
Cl (-6.945, -4.933, 1.229)  -0.105
Cl (-9.107, -3.294, 2.216)  -0.037
C (-11.439, -5.584, 4.888)  0.188
Cl (-13.093, -4.962, 4.946)  -0.098
Cl (-10.326, -4.390, 5.574)  -0.024
Cl (-11.343, -7.088, 5.811)  -0.023
Cl (-10.959, -5.864, 3.211)  -0.035
C (-7.115, -1.992, 6.849)  0.273
Cl (-6.457, -3.602, 7.180)  -0.117
Cl (-7.799, -1.963, 5.221)  -0.025
Cl (-8.373, -1.615, 8.031)  -0.086
Cl (-5.817, -0.797, 6.952)  -0.074
C (6.104, -1.083, -2.117)  0.254
Cl (5.451, -0.166, -0.747)  0.089
Cl (7.602, -1.882, -1.631)  -0.067
Cl (4.921, -2.301, -2.620)  -0.132
Cl (6.424, 0.021, -3.456)  -0.070
C (-12.523, -8.428, 9.439)  0.283
Cl (-11.930, -9.709, 8.373)  -0.108
Cl (-12.060, -6.856, 8.779)  -0.071
Cl (-14.284, -8.525, 9.555)  -0.097
Cl (-11.813, -8.631, 11.047)  0.022
C (1.087, 3.075, -8.944)  0.242
Cl (2.657, 2.356, -9.339)  -0.109
Cl (-0.194, 2.233, -9.831)  -0.116
Cl (0.786, 2.895, -7.219)  -0.004
Cl (1.098, 4.776, -9.426)  -0.025
C (-1.776, -1.008, 7.071)  0.210
Cl (-1.733, -0.035, 5.591)  -0.057
Cl (-3.010, -2.261, 6.911)  -0.014
Cl (-0.193, -1.758, 7.329)  -0.122
Cl (-2.167, 0.030, 8.446)  -0.081
C (-10.250, -12.182, 11.547)  0.267
Cl (-11.978, -12.559, 11.518)  -0.082
Cl (-9.960, -10.828, 12.649)  -0.020
Cl (-9.346, -13.596, 12.103)  -0.106
Cl (-9.717, -11.743, 9.918)  -0.073
C (0.092, 8.432, -7.896)  0.235
Cl (-0.964, 9.051, -6.619)  -0.109
Cl (1.504, 7.662, -7.152)  0.020
Cl (-0.807, 7.293, -8.923)  -0.100
Cl (0.648, 9.763, -8.917)  -0.030
C (4.216, 11.136, -10.764)  0.267
Cl (2.744, 12.113, -10.882)  -0.092
Cl (5.548, 12.146, -10.195)  -0.070
Cl (3.953, 9.817, -9.620)  -0.011
Cl (4.613, 10.475, -12.356)  -0.091
C (-8.914, -7.792, 15.617)  0.304
Cl (-8.556, -6.061, 15.625)  -0.099
Cl (-7.402, -8.709, 15.601)  -0.102
Cl (-9.844, -8.211, 17.059)  -0.091
Cl (-9.856, -8.191, 14.172)  -0.027
C (8.604, 10.381, -14.608)  0.309
Cl (8.458, 11.398, -16.048)  -0.096
Cl (9.748, 11.117, -13.480)  -0.100
Cl (7.022, 10.234, -13.824)  -0.024
Cl (9.187, 8.777, -15.076)  -0.101
C (4.453, 13.329, -6.047)  0.307
Cl (5.200, 14.919, -6.258)  -0.113
Cl (5.718, 12.106, -5.853)  -0.103
Cl (3.425, 13.345, -4.610)  -0.078
Cl (3.480, 12.944, -7.469)  0.000
C (0.579, -9.607, -0.537)  0.329
Cl (0.805, -7.890, -0.146)  -0.060
Cl (2.147, -10.418, -0.534)  -0.089
Cl (-0.476, -10.347, 0.670)  -0.089
Cl (-0.159, -9.749, -2.137)  -0.101
C (4.202, 15.723, -1.179)  0.316
Cl (2.434, 15.734, -1.247)  -0.099
Cl (4.766, 17.123, -0.259)  -0.100
Cl (4.751, 14.237, -0.390)  -0.101
Cl (4.851, 15.790, -2.820)  -0.019

Calculated values
Highest occupied orbital energy (eV): -11.3
Total charge: +1

no.,Kohn-Sham gap (Eh),M (g/mol)
1,0.4158,98.0
2,0.1998,1152.1
3,0.3210,3345.4